Formula: C2H3ClO2
Source: OMol25
Level of theory: ωB97M-V with the def2-TZVPD basis set

Cartesian coordinates (Å):
C: 0.0989 -0.3111 0.4839
C: 0.8426 0.8083 -1.0048
O: 0.5370 -0.8536 -0.7523
O: 0.3204 1.0255 0.2343
Cl: 2.5597 0.9877 -1.1666
H: -0.9251 -0.2753 0.7276
H: 0.4730 -0.6868 1.3767
H: 0.2093 1.1838 -1.8407

Properties
HOMO (alpha / beta): -5.53 / -10.86 eV
Lowest unoccupied orbital energy (alpha / beta): 0.84 / -3.32 eV
Charge: 0
⟨S²⟩: 2.01
2S+1: 3
Relative energy (zero: lowest compared OMol25 entry of this formula, charge and spin): 229.5 kJ/mol
Electronic energy: -18732.5906 eV

=====

Formula: C6H10N2O2
Source: OMol25
Level of theory: ωB97M-V with the def2-TZVPD basis set

Cartesian coordinates (Å):
N: -0.5098 -2.9746 -0.6441
C: 0.3988 -2.4356 0.1853
O: 1.3448 -3.2057 0.4515
C: 0.6325 -0.9402 0.1207
C: -0.5152 -0.1004 0.6250
C: -1.5333 0.4828 -0.3075
C: -0.5682 1.3995 0.3913
C: 0.5106 2.0728 -0.3980
N: 1.2819 2.9266 0.3045
O: 0.7005 1.8560 -1.5939
H: -1.4788 -2.7249 -0.4961
H: -0.0471 -3.8985 -0.9952
H: 0.8532 -0.6947 -0.9289
H: 1.5486 -0.7365 0.6932
H: -0.8832 -0.3904 1.6123
H: -2.5769 0.5179 0.0042
H: -1.3640 0.3373 -1.3757
H: -0.9543 1.9808 1.2298
H: 2.0886 3.3462 -0.1367
H: 1.0711 3.1815 1.2583

Properties
HOMO: -9.55 eV
Lowest unoccupied orbital energy: 0.70 eV
Charge: 0
SMILES: NC(=O)C[C@@H]1C[C@@H]1C(N)=O
2S+1: 1
Relative energy (zero: lowest compared OMol25 entry of this formula, charge and spin): 97.0 kJ/mol
Electronic energy: -13458.9355 eV

=====

Formula: C25H23AlBrI2N3O4PTe
Source: OMol25
Level of theory: ωB97M-V with the def2-TZVPD basis set

Cartesian coordinates (Å):
Al: 0.1480 -0.1193 -0.5061
Br: 6.0523 0.3822 4.0500
C: 4.8054 -0.0980 2.7255
C: 5.1124 -1.1220 1.8330
C: 4.2013 -1.4755 0.8600
C: 2.9797 -0.8058 0.7648
C: 2.6834 0.2022 1.6671
C: 3.5953 0.5638 2.6473
N: 1.9845 -1.1159 -0.2105
C: 2.1920 -1.9583 -1.1437
C: 1.1035 -2.2406 -2.0823
C: 1.2051 -3.1276 -3.1312
C: 0.0983 -3.3183 -3.9497
C: -1.0666 -2.6176 -3.6892
C: -1.0897 -1.7378 -2.6177
N: -0.0275 -1.5639 -1.8353
H: 6.0585 -1.6393 1.9073
H: 4.4657 -2.2855 0.1930
H: 1.7526 0.7587 1.6045
H: 3.3604 1.3674 3.3322
H: 3.1335 -2.4789 -1.2857
H: 2.1311 -3.6592 -3.3054
H: 0.1506 -4.0059 -4.7831
H: -1.9468 -2.7341 -4.3041
H: -1.9616 -1.1414 -2.3787
I: -4.3691 2.0789 -0.7717
C: -3.5485 0.8389 0.6682
C: -4.2707 0.5211 1.8431
C: -3.7644 -0.3048 2.8102
I: -4.9166 -0.7286 4.4931
C: -2.4687 -0.8655 2.6513
C: -1.8214 -1.7527 3.5324
C: -0.5683 -2.2317 3.2324
C: 0.0685 -1.8119 2.0642
N: -0.4999 -0.9715 1.2157
C: -1.7590 -0.5155 1.4883
C: -2.2927 0.3243 0.4773
O: -1.5101 0.5291 -0.5694
H: -5.2575 0.9471 1.9654
H: -2.3224 -2.0590 4.4419
H: -0.0591 -2.9185 3.8928
H: 1.0677 -2.1543 1.8292
C: 4.4867 3.0984 0.0601
C: 3.6035 3.7165 -0.9969
O: 2.7664 2.6890 -1.5806
P: 1.1980 2.5663 -1.3423
O: 0.9419 1.0581 -1.5460
Te: 0.4294 3.3561 0.7165
O: 0.5003 3.2069 -2.6101
C: 0.5201 4.6398 -2.8136
C: -0.3421 4.9457 -4.0111
H: 5.1829 3.8425 0.4498
H: 5.0629 2.2703 -0.3571
H: 3.8756 2.7306 0.8846
H: 4.1821 4.1347 -1.8184
H: 2.9792 4.5010 -0.5670
H: 1.5531 4.9550 -2.9770
H: 0.1406 5.1249 -1.9123
H: 0.0413 4.4495 -4.9022
H: -0.3507 6.0213 -4.1890
H: -1.3657 4.6147 -3.8369

Properties
HOMO: -9.89 eV
Lowest unoccupied orbital energy: -4.50 eV
Charge: +1
2S+1: 1
Relative energy (zero: lowest compared OMol25 entry of this formula, charge and spin): 31.8 kJ/mol
Electronic energy: -148384.3722 eV

=====

The highest relative energy (zero: lowest compared OMol25 entry of this formula, charge and spin) belongs to which entry? C2H3ClO2